The following is a quantum chemistry calculation of C15H11BrClGaIN4O4 as an isolated structure, from the Open Molecules 2025 dataset.

Properties
- total charge = +1
- LUMO (eV) = -3.622
- energy (Ha) = -6354.78176

CARTESIAN COORDINATES (ANGSTROEM)
1 Ga 9.0527 6.9746 10.7095
2 N 10.6081 6.3527 12.1894
3 N 10.2862 5.0195 12.5002
4 C 9.3282 4.3622 11.6306
5 O 9.1572 3.1707 11.6436
6 O 8.6033 5.2144 10.8781
7 H 11.4686 6.4783 11.6987
8 H 10.6200 6.8338 13.0416
9 H 10.9991 4.4403 12.7769
10 Cl 9.3840 9.9365 4.5866
11 C 9.7652 9.4167 6.1999
12 C 10.7345 10.0426 6.9734
13 C 10.9328 9.7000 8.3477
14 I 12.2009 10.9020 9.4641
15 C 10.2413 8.6342 8.9066
16 O 10.3891 8.1635 10.1593
17 C 9.1723 8.0884 8.1299
18 N 8.4334 7.1361 8.7609
19 C 7.5546 6.4212 8.1215
20 C 7.3060 6.6572 6.7701
21 C 8.0026 7.6260 6.1066
22 C 8.9281 8.4224 6.7931
23 H 11.3255 10.8975 6.5203
24 H 6.9137 5.6711 8.5985
25 H 6.5699 6.1163 6.2170
26 H 7.7623 7.9597 5.0696
27 O 5.5698 11.4547 12.8205
28 C 6.3048 10.4275 12.3806
29 C 7.2136 10.5717 11.3198
30 C 7.9648 9.5028 10.9398
31 N 7.9602 8.3603 11.6417
32 C 7.1358 8.2513 12.7019
33 Br 7.1069 6.5763 13.5928
34 C 6.3314 9.2985 13.1760
35 H 5.7889 12.2317 12.2948
36 H 7.1881 11.5267 10.7639
37 H 8.5584 9.5949 10.0884
38 H 5.8314 9.1962 14.1469

---

The following is a quantum chemistry calculation of one molecule with the formula C8H12N2S, from the Open Molecules 2025 dataset.

Properties
- structure (SMILES) = CC(C)(C)C(=S)n1ccnc1
- total charge = 0
- LUMO (spin up / spin down) (eV) = -0.826 / -0.826
- energy (Ha) = -819.65709

CARTESIAN COORDINATES (ANGSTROEM)
1 C -2.3601 -2.8066 -1.8006
2 C -1.1641 -2.2882 -2.0716
3 C -2.1945 -1.1771 -0.5011
4 C 0.0340 -0.3394 -1.1518
5 C 0.5675 -0.7991 1.2959
6 C 0.0452 1.5568 0.5190
7 C 2.2511 0.3018 -0.0899
8 C 0.6469 0.2055 0.1505
9 N -2.9652 -2.1537 -0.7849
10 N -0.9611 -1.2746 -1.1324
11 S 0.5279 0.2980 -2.7061
12 H -2.8172 -3.6339 -2.3981
13 H -0.3637 -2.6576 -2.6995
14 H -2.5098 -0.4752 0.1940
15 H 1.1846 -1.5678 1.0175
16 H -0.5683 -1.2506 1.3608
17 H 0.8835 -0.4133 2.3166
18 H 0.3090 1.9590 1.4756
19 H 0.0811 2.3772 -0.1872
20 H -1.0783 1.4247 0.7041
21 H 2.7040 0.6392 0.9334
22 H 2.4892 1.1003 -0.7844
23 H 2.7521 -0.5742 -0.3292

---

The following is a quantum chemistry calculation of C39H44N5PRuSb2 as an isolated structure, from the Open Molecules 2025 dataset.

Properties
- total charge = +3
- LUMO (spin up / spin down) (eV) = -7.334 / -10.511
- spin multiplicity = 6
- energy (Ha) = -2702.10888

CARTESIAN COORDINATES (ANGSTROEM)
1 Ru 0.8473 -0.7211 0.3452
2 N 2.9182 1.3825 -0.9915
3 P 2.9699 0.5641 0.4978
4 C 4.4509 1.2041 1.2931
5 C 5.7132 0.8252 0.8256
6 C 6.8461 1.3835 1.3973
7 C 6.7232 2.2970 2.4400
8 C 5.4705 2.6631 2.9133
9 C 4.3299 2.1186 2.3395
10 C 3.4659 -1.1411 0.0985
11 C 3.7256 -1.5818 -1.2027
12 C 4.2525 -2.8478 -1.4111
13 C 4.5121 -3.6805 -0.3277
14 C 4.2385 -3.2570 0.9707
15 C 3.7174 -1.9929 1.1838
16 C 1.7166 1.7716 -1.5526
17 C 1.6806 2.6509 -2.6397
18 C 0.4589 3.0198 -3.1449
19 C -0.7162 2.5351 -2.5520
20 C -0.5884 1.6816 -1.4897
21 N 0.6047 1.2793 -1.0000
22 H 3.7549 1.8259 -1.3367
23 H 5.8150 0.0922 0.0328
24 H 7.8272 1.0981 1.0379
25 H 7.6133 2.7189 2.8907
26 H 5.3844 3.3689 3.7308
27 H 3.3491 2.4038 2.7063
28 H 3.5506 -0.9199 -2.0441
29 H 4.4799 -3.1764 -2.4188
30 H 4.9485 -4.6607 -0.4927
31 H 4.4586 -3.9017 1.8124
32 H 3.5537 -1.6460 2.1997
33 H 2.6044 3.0263 -3.0670
34 H 0.4069 3.6875 -3.9957
35 H -1.6951 2.8009 -2.9334
36 H -1.4613 1.2660 -0.9987
37 C -2.3894 -0.7089 2.8040
38 Sb -1.0078 0.7791 2.1300
39 C 0.6580 0.4055 3.4831
40 C -1.6690 2.1844 3.7547
41 C -3.0472 2.7259 3.6693
42 C -4.1119 1.9698 4.1613
43 C -5.4102 2.4464 4.1315
44 C -5.6931 3.7133 3.5956
45 C -4.6736 4.4779 3.1005
46 C -3.3336 4.0256 3.1430
47 C -2.2963 4.9246 2.6743
48 Sb -1.6491 4.3075 0.6140
49 C -1.0521 6.1237 -0.3078
50 C -3.5764 4.1338 -0.2642
51 H -2.1788 -0.9851 3.8355
52 H -2.3388 -1.5860 2.1609
53 H -3.3947 -0.2876 2.7333
54 H 0.2937 -0.1077 4.3746
55 H 1.0659 1.3786 3.7673
56 H 1.4699 -0.1740 3.0513
57 H -0.8798 2.9342 3.7722
58 H -1.5519 1.4988 4.5913
59 H -3.9074 1.0025 4.6080
60 H -6.2155 1.8440 4.5359
61 H -6.7090 4.0900 3.5937
62 H -4.8854 5.4655 2.7018
63 H -1.3774 4.9741 3.2556
64 H -2.6804 5.9259 2.4538
65 H -1.7094 6.9257 0.0375
66 H -1.1728 5.9946 -1.3838
67 H -0.0172 6.3595 -0.0694
68 H -4.0484 5.1195 -0.2288
69 H -4.1889 3.4115 0.2790
70 H -3.4753 3.8242 -1.3052
71 N 1.1085 -4.1026 -0.7929
72 C 0.8461 -4.0106 0.5560
73 C 0.9328 -5.2025 1.2884
74 C 0.6555 -5.2009 2.6278
75 C 0.2804 -3.9999 3.2382
76 C 0.2326 -2.8816 2.4600
77 N 0.5234 -2.8492 1.1257
78 C 0.9012 -3.2412 -1.8539
79 C 1.1060 -3.7808 -3.1293
80 C 0.8855 -3.0054 -4.2355
81 C 0.4450 -1.6939 -4.0581
82 C 0.2858 -1.2411 -2.7811
83 N 0.5244 -1.9796 -1.6597
84 H 1.3613 -5.0297 -1.0829
85 H 1.2037 -6.1205 0.7785
86 H 0.7125 -6.1213 3.1981
87 H 0.0297 -3.9497 4.2906
88 H -0.0542 -1.9450 2.9027
89 H 1.4219 -4.8151 -3.2274
90 H 1.0351 -3.4142 -5.2267
91 H 0.2272 -1.0471 -4.8979
92 H -0.0647 -0.2421 -2.6212

---

The following is a quantum chemistry calculation of C6H6KLiO2 as an isolated structure, from the Open Molecules 2025 dataset.

Properties
- total charge = +1
- LUMO (spin up / spin down) (eV) = -3.993 / -4.042
- spin multiplicity = 2
- energy (Ha) = -989.83816

CARTESIAN COORDINATES (ANGSTROEM)
1 C 1.3969 0.3314 1.7214
2 C 1.2321 0.9490 0.5422
3 C 0.0670 1.7372 0.0831
4 H 2.2654 -0.3048 1.8900
5 H 0.6814 0.4452 2.5408
6 H 1.9666 0.7589 -0.2440
7 H 0.2465 2.5225 -0.6562
8 C -0.9440 2.0443 0.9825
9 O -1.4410 2.6172 1.8651
10 O 0.6081 -1.6191 -1.8188
11 C -0.1462 -0.6989 -2.3750
12 C -0.7243 0.3506 -1.7650
13 K -0.3841 -1.9127 0.4037
14 Li 1.8013 -2.6601 -2.6310
15 H -1.4647 1.0203 -2.2009
16 H -0.4197 -0.8373 -3.4411